{
  "formula": "H2NO5PS",
  "method": "ωB97M-V/def2-TZVPD",
  "de_lowest_kcal_mol": 110.85,
  "total_energy_ev": -31881.847,
  "max_force_ev_per_a": 13.7,
  "total_charge": -2,
  "multiplicity": 1,
  "elements": ["N", "O", "O", "O", "O", "O", "P", "S", "H", "H"],
  "positions_angstrom": [[-1.5183, -1.2275, 0.5473], [-0.5810, 0.1446, 2.6153], [1.5042, 1.1122, -0.5100], [-0.9862, 1.7256, -0.7690], [0.4973, -0.9046, -1.6488], [2.0462, -1.1373, 0.2292], [-0.5695, -0.1402, 1.1506], [1.0323, -0.2665, -0.4280], [-1.2504, -1.0767, -0.4313], [-0.1745, 1.7703, -0.7552]],
  "forces_ev_per_a": [[-0.223, 0.388, 0.450], [0.766, 0.480, -0.750], [0.561, -0.366, -0.622], [-13.567, -1.250, 1.131], [0.102, 0.966, 1.282], [-0.786, 0.321, -0.343], [-1.411, -0.580, -1.663], [2.345, -0.598, 0.768], [-0.532, -0.512, -0.221], [12.745, 1.151, -0.033]]
}

{
  "formula": "C30H66Ba2N2O18",
  "method": "ωB97M-V/def2-TZVPD",
  "total_energy_ev": -73406.957,
  "max_force_ev_per_a": 6.1,
  "multiplicity": 1,
  "elements": ["Ba", "Ba", "O", "C", "O", "O", "H", "O", "C", "O", "O", "H", "O", "C", "O", "O", "H", "O", "C", "O", "O", "H", "C", "C", "O", "H", "H", "H", "H", "H", "H", "C", "C", "O", "H", "H", "H", "H", "H", "H", "C", "C", "O", "H", "H", "H", "H", "H", "H", "C", "C", "O", "H", "H", "H", "H", "H", "H", "C", "C", "C", "C", "C", "C", "N", "O", "C", "C", "C", "H", "H", "H", "H", "H", "H", "H", "H", "H", "H", "H", "H", "H", "H", "H", "H", "H", "H", "H", "C", "C", "C", "C", "C", "C", "N", "O", "C", "C", "C", "H", "H", "H", "H", "H", "H", "H", "H", "H", "H", "H", "H", "H", "H", "H", "H", "H", "H", "H"],
  "positions_angstrom": [[-1.7382, 0.3216, -1.0107], [-4.6269, 2.0376, -4.1107], [-0.0731, 1.7274, -5.6061], [-1.1606, 1.5636, -4.8982], [-1.0988, 1.5215, -3.6590], [-2.2173, 1.3901, -5.4742], [0.3737, 1.8544, -4.7660], [2.5780, -0.2534, 0.4008], [1.3826, -0.2466, -0.1664], [1.0567, 0.1752, -1.3308], [0.4353, -0.6693, 0.4417], [2.4438, -0.8429, 1.1465], [-4.2225, 3.5712, 0.2991], [-4.3999, 3.1464, -0.9670], [-3.5112, 2.3798, -1.4701], [-5.4196, 3.4396, -1.5968], [-5.0677, 4.0209, 0.3699], [-4.8106, -2.3676, -2.9805], [-4.7715, -1.0883, -3.1493], [-5.5663, -0.6020, -3.9648], [-4.0292, -0.3680, -2.5406], [-5.5853, -2.4856, -3.5351], [-5.7640, -0.3730, 1.3512], [-5.2279, -1.6605, 0.7667], [-3.9614, -1.2212, 0.2496], [-5.1428, -0.1017, 2.2048], [-6.7901, -0.6246, 1.6198], [-5.7124, 0.4099, 0.5945], [-5.7557, -1.9322, -0.1475], [-5.2148, -2.5227, 1.4335], [-4.1266, -1.1989, -0.6958], [0.3721, -2.2779, -3.7339], [-0.8300, -2.7637, -2.9352], [-0.8470, -2.2657, -1.6537], [0.2247, -2.3554, -4.8111], [1.2426, -2.7893, -3.3231], [0.4676, -1.2114, -3.5295], [-0.9524, -3.8458, -2.9826], [-1.7105, -2.4349, -3.4872], [-0.2951, -2.7955, -1.0737], [3.7673, -0.1484, -4.4782], [4.0262, 0.8370, -3.3848], [2.7917, 1.4708, -3.0823], [4.7037, -0.6323, -4.7560], [3.3367, 0.2638, -5.3907], [3.1117, -0.9522, -4.1434], [4.6408, 1.6053, -3.8540], [4.6683, 0.5843, -2.5409], [2.1993, 0.7834, -2.7690], [-2.0997, 0.5141, 3.0014], [-1.5472, 1.8401, 2.5508], [-2.0167, 1.8561, 1.1826], [-1.7881, -0.3890, 2.4766], [-3.1663, 0.6176, 2.8021], [-1.8589, 0.4355, 4.0616], [-0.4624, 1.9409, 2.5190], [-2.0656, 2.6112, 3.1208], [-2.4501, 2.6991, 1.0306], [0.5557, 7.5951, -0.0228], [0.0459, 6.3479, 0.6977], [-0.9641, 5.7316, -0.2934], [-0.2002, 4.6829, -1.2011], [0.8129, 3.7261, -0.5574], [1.8055, 4.4937, 0.3792], [1.0282, 5.3752, 1.2534], [1.8141, 5.9223, 2.2739], [2.4062, 3.3567, 1.1729], [2.8489, 5.2579, -0.5415], [-0.8049, 6.8468, 1.9574], [0.8406, 7.4703, -1.0675], [1.4311, 8.0220, 0.4667], [-0.2147, 8.3661, -0.0170], [-1.7415, 5.2146, 0.2691], [-1.4889, 6.3796, -0.9953], [0.3866, 5.3398, -1.8432], [-0.8098, 4.3220, -2.0295], [1.2857, 3.3007, -1.4426], [0.2209, 3.0901, 0.1007], [3.2433, 3.7061, 1.7773], [1.6299, 2.8576, 1.7528], [2.7731, 2.6669, 0.4128], [2.5234, 5.9856, -1.2849], [3.3902, 5.9319, 0.1225], [3.5141, 4.5205, -0.9907], [-1.0982, 6.0277, 2.6140], [-1.6884, 7.3444, 1.5576], [-0.1391, 7.5457, 2.4638], [1.5326, 5.3620, 3.0008], [1.4581, -4.1694, 0.5715], [0.9217, -5.0718, 1.7251], [0.8068, -6.5767, 1.3214], [2.2478, -7.2295, 1.3788], [2.9075, -7.0047, 2.6714], [2.8949, -5.5877, 3.2047], [1.5469, -4.9546, 3.0804], [1.5602, -3.6279, 3.6195], [3.1225, -5.8549, 4.7396], [4.0398, -4.9046, 2.5240], [-0.5448, -4.6153, 1.9487], [1.3830, -3.0877, 0.6831], [0.9362, -4.5279, -0.3157], [2.4772, -4.3915, 0.2550], [0.1447, -7.1055, 2.0070], [0.3602, -6.7486, 0.3421], [2.8268, -6.6766, 0.6391], [2.2481, -8.2560, 1.0123], [3.9008, -7.4360, 2.5468], [2.5296, -7.7782, 3.3399], [3.3431, -5.0681, 5.4609], [2.4281, -6.5422, 5.2229], [4.1092, -6.3163, 4.6981], [4.9820, -5.4005, 2.7572], [4.0088, -4.7564, 1.4445], [4.1385, -3.8645, 2.8347], [-0.4979, -3.5830, 2.2955], [-0.9891, -5.2467, 2.7180], [-1.2436, -4.8260, 1.1391], [1.2757, -3.7797, 4.5238]],
  "forces_ev_per_a": [[0.924, -0.001, -0.544], [1.345, -1.206, 1.083], [1.056, 0.450, 0.283], [-2.276, -1.125, 0.610], [1.010, 0.298, 2.306], [-3.960, 0.151, -2.282], [2.860, 0.364, -0.023], [1.305, 0.183, -0.747], [-1.949, 1.469, -4.002], [2.815, 0.868, -0.521], [-3.033, -2.427, 4.730], [0.148, 0.001, 0.546], [-0.389, 0.110, -0.477], [1.723, -2.401, -1.831], [0.015, 0.648, 0.538], [-1.113, 0.839, -0.273], [-0.313, 0.667, 1.049], [-0.060, -2.180, 0.602], [-1.171, 1.590, -1.530], [-1.979, 0.884, -2.161], [3.769, 1.962, 3.165], [-0.493, -1.431, -0.348], [-0.806, -1.181, 0.295], [0.331, 1.567, -1.208], [1.147, -1.020, 0.069], [-0.317, 0.094, 0.077], [-0.241, 0.768, 0.456], [-0.178, -0.040, 0.102], [-0.725, -0.333, 0.352], [0.497, 0.174, 0.112], [0.371, 0.061, -0.462], [-0.240, 0.236, 0.756], [-0.361, -0.448, -2.547], [-0.561, 0.343, 1.243], [0.232, -0.506, 0.063], [0.369, 0.095, -0.557], [0.192, 0.075, 0.090], [0.339, -0.302, 0.320], [-0.377, 0.433, 0.384], [0.187, 0.138, 0.208], [0.668, -1.644, 0.044], [-0.269, 1.900, -1.416], [0.715, 0.386, 0.185], [0.150, -0.140, -0.165], [-0.016, 0.412, 0.286], [-0.165, -0.072, 0.066], [0.011, 0.446, -0.054], [-0.601, -0.891, 0.388], [-0.564, -0.155, 0.817], [0.109, 0.130, 1.037], [-0.552, -1.193, -1.376], [0.297, 1.048, -0.178], [0.527, 0.300, -0.136], [-0.103, -0.247, 0.546], [-0.395, -0.503, 0.177], [-0.048, 0.066, 0.401], [0.428, 0.267, -0.013], [-0.167, 0.187, -0.375], [0.982, 0.624, 0.271], [-1.483, 0.889, 0.827], [0.983, -3.303, -0.144], [0.157, 2.270, -0.510], [-1.810, 2.021, 0.035], [-0.772, 0.463, -2.339], [-1.577, -0.880, -1.560], [0.163, 0.305, 0.024], [0.948, 0.529, -0.352], [0.108, -0.132, 1.578], [1.283, -0.002, -1.415], [-0.089, -0.420, -0.009], [0.068, 0.044, 0.197], [-0.120, -0.035, 0.090], [-0.148, -0.170, 0.161], [0.335, 0.664, 0.444], [0.639, 0.342, 0.000], [-0.565, -0.993, 0.606], [0.414, -0.825, 0.703], [0.304, -0.816, -0.263], [-0.034, -0.236, 0.255], [0.139, 0.080, 0.160], [0.190, -0.299, 0.281], [-0.802, -0.632, -0.217], [0.593, -0.306, 0.240], [0.105, 0.188, -0.060], [0.092, -0.051, -0.107], [0.002, 0.142, 0.233], [-0.433, 0.088, 0.394], [0.253, 0.216, 0.420], [0.693, -1.241, -0.337], [-1.912, 0.942, -0.007], [2.106, -0.458, 0.728], [-1.742, 1.395, -2.198], [-0.303, -2.384, 0.308], [-1.091, -0.455, 1.681], [0.550, -1.697, -0.893], [0.336, -0.354, -0.957], [1.737, 0.322, -0.357], [1.055, 1.898, 0.079], [0.201, -0.423, 0.653], [-0.379, -0.124, 0.327], [-0.559, 0.401, -0.161], [0.232, 0.044, 0.427], [0.035, 0.178, 0.358], [0.118, 0.556, -0.175], [0.085, 0.009, -0.422], [-0.054, -0.138, 0.394], [0.622, 0.809, 0.164], [-0.680, 0.473, 0.673], [-0.523, 0.800, -0.466], [-0.189, 0.038, -0.527], [0.065, -0.626, 0.380], [-0.025, -0.033, 0.050], [-0.404, -0.776, -0.031], [0.021, 0.095, 0.501], [-0.577, 0.031, -0.288], [0.261, 0.155, 0.540], [0.442, 0.620, -0.633], [-0.167, 0.015, 0.090]]
}

{
  "formula": "C12H35NO11P2Si2",
  "method": "ωB97M-V/def2-TZVPD",
  "total_energy_ev": -71353.343,
  "max_force_ev_per_a": 10.0,
  "multiplicity": 1,
  "elements": ["C", "C", "O", "C", "Si", "O", "Si", "C", "C", "C", "N", "O", "H", "H", "H", "H", "H", "H", "H", "H", "H", "H", "H", "H", "H", "H", "H", "H", "H", "C", "O", "P", "O", "O", "C", "O", "C", "H", "H", "H", "H", "H", "H", "H", "H", "H", "C", "O", "P", "O", "O", "C", "O", "C", "H", "H", "H", "H", "H", "H", "H", "H", "H"],
  "positions_angstrom": [[-0.9694, 0.5050, 1.9766], [0.3710, -0.0827, 1.3399], [1.5346, 0.2579, 2.1619], [0.5878, 0.3080, -0.2033], [0.8974, 2.1861, -0.4924], [2.6079, 2.4638, -0.4309], [3.0181, 3.8969, 0.4682], [3.8150, 3.3593, 2.1535], [2.7338, 3.3833, 3.3336], [2.9571, 2.3226, 4.4936], [3.7623, 1.1181, 4.4192], [2.3381, 2.5244, 5.5750], [-1.1533, -0.0827, 2.9437], [-1.8295, 0.2783, 1.2712], [-0.8907, 1.6011, 2.2730], [0.2859, -1.2229, 1.3906], [1.3161, 1.1396, 2.5245], [1.5362, -0.2201, -0.5831], [-0.3006, -0.0207, -0.8381], [0.4805, 2.5066, -1.8788], [0.1278, 3.0510, 0.4176], [4.0377, 4.6287, -0.3154], [1.8999, 4.8271, 0.6447], [4.2853, 2.3463, 1.9455], [4.6627, 4.0837, 2.4195], [1.6736, 3.2714, 2.9309], [2.7657, 4.4165, 3.8331], [4.1743, 0.9657, 3.4906], [3.1709, 0.2807, 4.5765], [1.9094, -2.1624, -5.7930], [1.0151, -1.0519, -5.8805], [1.7994, 0.4818, -5.8335], [0.6343, 1.0715, -5.0502], [1.5504, 0.6838, -7.4415], [0.3680, 0.1843, -8.0511], [2.6194, 1.9925, -5.7943], [3.4332, 2.1679, -4.6467], [1.3297, -3.0858, -5.8267], [2.6119, -2.1498, -6.6328], [2.4605, -2.1226, -4.8504], [-0.4900, 0.2236, -7.3785], [0.5386, -0.8405, -8.3803], [0.1482, 0.7918, -8.9309], [4.1701, 1.3642, -4.5872], [2.8168, 2.1704, -3.7410], [3.9551, 3.1217, -4.7288], [-6.9172, -3.9985, 3.6234], [-6.0928, -3.6965, 2.4963], [-4.5813, -2.9795, 2.9083], [-4.5961, -2.0850, 1.6757], [-3.7755, -4.3731, 2.5974], [-4.1761, -5.2062, 1.5180], [-3.1200, -2.3078, 3.5018], [-3.2977, -1.1568, 4.3225], [-7.8486, -4.4430, 3.2704], [-6.4095, -4.7087, 4.2843], [-7.1462, -3.0824, 4.1727], [-4.5729, -4.6315, 0.6799], [-4.9227, -5.9173, 1.8707], [-3.3068, -5.7690, 1.1732], [-3.9412, -1.3959, 5.1719], [-3.7385, -0.3404, 3.7435], [-2.3231, -0.8421, 4.6960]],
  "forces_ev_per_a": [[0.515, -1.012, 0.371], [-0.655, -0.709, -0.454], [-1.278, 0.611, -0.542], [0.343, -0.076, 0.651], [1.187, -1.472, -1.046], [-1.724, 1.981, 1.573], [1.408, -1.693, -0.353], [-0.103, 0.516, 0.078], [1.106, -0.021, 0.033], [-1.845, -0.115, 3.066], [-1.225, 0.889, -1.579], [1.706, -0.528, -3.355], [0.222, 0.892, -1.386], [0.943, 0.575, 0.921], [-0.151, -1.243, -0.706], [0.172, 1.543, -0.017], [0.345, -0.604, -0.127], [-1.415, 0.643, 0.492], [1.114, 0.311, 0.873], [-0.009, 0.075, 0.138], [0.147, 0.062, 0.307], [-0.002, -0.095, -0.053], [-0.343, -0.066, 0.127], [-0.666, 1.100, 0.400], [-1.113, -1.076, -0.408], [1.220, -0.105, 0.654], [-0.151, -1.631, -0.653], [-0.196, 0.314, 0.446], [0.462, 0.910, 0.429], [-0.047, -0.355, -0.169], [3.368, -0.584, 0.937], [-8.567, 4.776, -1.969], [0.999, -0.994, 0.863], [1.456, 0.299, 0.406], [-0.168, -0.384, -0.240], [2.248, -2.861, -0.639], [0.222, 0.114, 0.619], [0.002, 0.128, -0.005], [0.053, -0.177, 0.028], [0.028, -0.222, -0.015], [0.134, -0.002, 0.087], [-0.179, -0.031, 0.016], [0.280, 0.128, 0.133], [0.183, 0.237, 0.174], [0.074, 0.009, -0.052], [-0.098, -0.072, -0.104], [-0.282, -0.310, 0.088], [0.239, 0.984, 3.286], [3.394, -0.373, -9.139], [-0.864, 0.112, 1.593], [0.209, 0.664, 1.263], [-0.301, -0.365, -0.094], [-2.211, -1.339, 2.455], [-0.078, 0.432, 0.187], [0.126, 0.052, -0.032], [-0.160, -0.035, 0.078], [-0.183, -0.100, 0.073], [-0.022, 0.088, 0.129], [-0.071, -0.005, -0.159], [0.095, 0.193, 0.240], [0.157, 0.211, 0.115], [0.006, -0.041, 0.017], [-0.057, -0.154, -0.049]]
}

{
  "formula": "C12H10N2S",
  "method": "ωB97M-V/def2-TZVPD",
  "de_lowest_kcal_mol": 192.90,
  "total_energy_ev": -26411.461,
  "smiles": "Cc1cc(SCC#N)nc2ccccc12",
  "max_force_ev_per_a": 14.5,
  "multiplicity": 1,
  "elements": ["C", "C", "C", "C", "S", "C", "C", "N", "N", "C", "C", "C", "C", "C", "C", "H", "H", "H", "H", "H", "H", "H", "H", "H", "H"],
  "positions_angstrom": [[1.5764, 2.5868, 0.9868], [0.5299, 1.5403, 0.5650], [-0.8216, 1.6793, 0.5229], [-1.5893, 0.7229, 0.2723], [-3.2225, 0.9536, 0.4533], [-3.9070, -0.5276, -0.1502], [-3.4465, -0.8464, -1.5267], [-3.2563, -1.0544, -2.8391], [-1.1542, -0.2946, -0.0877], [0.2210, -0.7184, 0.0223], [0.6514, -2.0304, -0.2128], [1.9621, -2.3399, -0.6020], [2.9517, -1.3835, -0.2756], [2.4694, -0.0832, 0.1692], [1.2050, 0.0318, 0.1706], [1.1013, 3.4053, 1.1667], [2.3325, 2.6978, 0.2144], [2.3014, 2.2912, 1.4804], [-0.9918, 2.5447, 0.9771], [-3.4033, -1.5100, 0.4664], [-4.8879, -0.5972, -0.2403], [-0.1418, -2.7270, -0.7665], [2.2160, -3.4606, -0.7742], [3.9243, -1.4425, -0.2623], [3.3799, 0.5620, 0.2701]],
  "forces_ev_per_a": [[-4.632, -3.141, -7.273], [3.443, -2.754, -0.823], [9.983, 6.987, 2.629], [-6.193, 0.112, -0.110], [-3.988, 2.273, 0.756], [6.734, -4.340, 0.144], [1.663, -1.642, -13.020], [-1.810, 1.985, 13.109], [4.680, -13.156, -2.699], [-6.490, -6.039, -2.169], [-2.939, -2.609, -4.625], [0.978, -1.442, 2.421], [-6.337, 2.143, 0.772], [9.015, -4.326, -1.820], [-2.702, 13.812, 3.505], [-2.149, 5.380, 1.648], [-0.762, 0.755, -1.818], [5.637, -3.181, 6.995], [-2.102, 3.869, 1.455], [-1.684, 2.642, -1.310], [-4.632, 0.137, 0.524], [1.382, 1.108, 2.043], [-0.395, 2.286, -0.199], [5.112, -1.154, -0.505], [-1.814, 0.296, 0.370]]
}

Copy entry 4 word for word.
{
  "formula": "C12H10N2S",
  "method": "ωB97M-V/def2-TZVPD",
  "de_lowest_kcal_mol": 192.90,
  "total_energy_ev": -26411.461,
  "smiles": "Cc1cc(SCC#N)nc2ccccc12",
  "max_force_ev_per_a": 14.5,
  "multiplicity": 1,
  "elements": ["C", "C", "C", "C", "S", "C", "C", "N", "N", "C", "C", "C", "C", "C", "C", "H", "H", "H", "H", "H", "H", "H", "H", "H", "H"],
  "positions_angstrom": [[1.5764, 2.5868, 0.9868], [0.5299, 1.5403, 0.5650], [-0.8216, 1.6793, 0.5229], [-1.5893, 0.7229, 0.2723], [-3.2225, 0.9536, 0.4533], [-3.9070, -0.5276, -0.1502], [-3.4465, -0.8464, -1.5267], [-3.2563, -1.0544, -2.8391], [-1.1542, -0.2946, -0.0877], [0.2210, -0.7184, 0.0223], [0.6514, -2.0304, -0.2128], [1.9621, -2.3399, -0.6020], [2.9517, -1.3835, -0.2756], [2.4694, -0.0832, 0.1692], [1.2050, 0.0318, 0.1706], [1.1013, 3.4053, 1.1667], [2.3325, 2.6978, 0.2144], [2.3014, 2.2912, 1.4804], [-0.9918, 2.5447, 0.9771], [-3.4033, -1.5100, 0.4664], [-4.8879, -0.5972, -0.2403], [-0.1418, -2.7270, -0.7665], [2.2160, -3.4606, -0.7742], [3.9243, -1.4425, -0.2623], [3.3799, 0.5620, 0.2701]],
  "forces_ev_per_a": [[-4.632, -3.141, -7.273], [3.443, -2.754, -0.823], [9.983, 6.987, 2.629], [-6.193, 0.112, -0.110], [-3.988, 2.273, 0.756], [6.734, -4.340, 0.144], [1.663, -1.642, -13.020], [-1.810, 1.985, 13.109], [4.680, -13.156, -2.699], [-6.490, -6.039, -2.169], [-2.939, -2.609, -4.625], [0.978, -1.442, 2.421], [-6.337, 2.143, 0.772], [9.015, -4.326, -1.820], [-2.702, 13.812, 3.505], [-2.149, 5.380, 1.648], [-0.762, 0.755, -1.818], [5.637, -3.181, 6.995], [-2.102, 3.869, 1.455], [-1.684, 2.642, -1.310], [-4.632, 0.137, 0.524], [1.382, 1.108, 2.043], [-0.395, 2.286, -0.199], [5.112, -1.154, -0.505], [-1.814, 0.296, 0.370]]
}